5 unconnected molecules or ions with the total composition C26H61O18P3, computed with the ωB97M-V functional and the def2-TZVPD basis.

Output
F_max (eV/Å): 4.637
Structure (SMILES): CCOP(=O)(OCC)OCC.CCOP(=O)(OCC)OCC.CCOP(=O)(OCC)OCC.CCOC(=O)OC.CCOC(=O)OC
Energy (eV): -92678.17428
Relative energy (zero: lowest compared OMol25 entry of this formula, charge and spin) (kJ/mol): 211.0

Each line ends with the Löwdin charge.
Element x y z (Å)
C (14.17, 5.29, -11.61)  -0.05
C (14.21, 6.66, -10.96)  -0.27
O (14.53, 7.50, -12.06)  -0.20
P (14.10, 9.07, -11.86)  0.51
O (14.75, 9.71, -10.69)  -0.23
O (12.51, 8.98, -11.76)  -0.18
C (11.80, 10.13, -11.40)  -0.29
C (11.38, 10.97, -12.64)  -0.06
O (14.22, 9.67, -13.39)  -0.22
C (15.51, 9.98, -13.94)  -0.26
C (15.36, 11.39, -14.58)  -0.06
H (14.06, 4.51, -10.85)  0.05
H (13.60, 5.19, -12.53)  0.09
H (15.20, 5.15, -11.94)  0.08
H (13.24, 7.04, -10.66)  0.10
H (14.97, 6.79, -10.18)  0.11
H (10.91, 9.77, -10.88)  0.11
H (12.30, 10.81, -10.71)  0.11
H (12.24, 11.45, -13.10)  0.06
H (10.75, 10.38, -13.29)  0.08
H (10.80, 11.84, -12.31)  0.07
H (16.29, 9.89, -13.18)  0.11
H (15.59, 9.24, -14.74)  0.12
H (16.34, 11.54, -15.03)  0.07
H (14.61, 11.43, -15.37)  0.08
H (15.14, 12.08, -13.77)  0.08
C (10.88, 6.44, -4.33)  -0.05
C (11.44, 7.79, -4.79)  -0.29
O (11.91, 7.73, -6.11)  -0.20
P (11.62, 8.97, -7.13)  0.53
O (11.95, 8.76, -8.55)  -0.21
O (10.03, 9.28, -6.81)  -0.21
C (9.10, 8.40, -7.30)  -0.30
C (7.72, 8.98, -6.95)  -0.06
O (12.36, 10.24, -6.43)  -0.19
C (13.64, 10.22, -5.87)  -0.24
C (13.72, 11.61, -5.12)  -0.04
H (11.50, 5.59, -4.62)  0.08
H (10.81, 6.56, -3.25)  0.08
H (9.83, 6.33, -4.61)  0.07
H (10.74, 8.61, -4.62)  0.12
H (12.30, 7.96, -4.14)  0.10
H (9.04, 8.52, -8.39)  0.12
H (9.37, 7.42, -6.91)  0.12
H (7.12, 8.10, -6.69)  0.07
H (7.58, 9.63, -6.08)  0.08
H (7.15, 9.42, -7.76)  0.07
H (13.77, 9.32, -5.27)  0.10
H (14.37, 10.14, -6.68)  0.10
H (14.73, 11.75, -4.73)  0.07
H (13.52, 12.40, -5.85)  0.08
H (12.96, 11.71, -4.35)  0.07
C (13.52, 4.08, -8.33)  -0.05
C (14.17, 5.19, -7.44)  -0.27
O (15.28, 4.65, -6.79)  -0.18
P (15.33, 4.45, -5.18)  0.57
O (14.43, 3.37, -4.66)  -0.24
O (16.95, 4.46, -4.81)  -0.17
C (17.87, 5.16, -5.55)  -0.34
C (18.65, 4.19, -6.42)  -0.06
O (14.93, 5.93, -4.57)  -0.22
C (14.81, 6.09, -3.13)  -0.24
C (15.47, 7.40, -2.58)  -0.05
H (12.95, 3.49, -7.61)  0.07
H (12.86, 4.51, -9.08)  0.07
H (14.26, 3.44, -8.81)  0.08
H (14.44, 5.98, -8.14)  0.10
H (13.46, 5.68, -6.78)  0.10
H (17.46, 5.90, -6.23)  0.11
H (18.66, 5.66, -4.99)  0.09
H (19.26, 3.48, -5.85)  0.08
H (17.81, 3.83, -7.02)  0.07
H (19.38, 4.65, -7.09)  0.08
H (13.83, 5.82, -2.73)  0.11
H (15.41, 5.27, -2.73)  0.10
H (16.53, 7.22, -2.80)  0.05
H (15.39, 8.30, -3.19)  0.06
H (15.25, 7.56, -1.53)  0.08
C (19.86, 4.97, -2.30)  -0.04
C (19.73, 6.05, -1.22)  -0.24
O (20.53, 5.88, -0.08)  0.04
C (20.15, 4.88, 0.74)  -0.54
O (19.18, 4.13, 0.54)  0.09
O (20.94, 4.87, 1.83)  -0.01
C (20.78, 3.84, 2.84)  -0.02
H (18.86, 4.56, -2.43)  0.08
H (20.46, 4.13, -1.97)  0.09
H (20.27, 5.45, -3.19)  0.06
H (18.69, 6.29, -0.99)  0.12
H (20.03, 7.02, -1.62)  0.11
H (21.13, 2.89, 2.42)  0.09
H (19.75, 3.65, 3.14)  0.09
H (21.34, 4.10, 3.74)  0.09
C (18.50, 9.51, -3.30)  -0.05
C (19.10, 8.68, -4.46)  -0.16
O (18.10, 8.39, -5.48)  0.00
C (17.87, 9.25, -6.49)  -0.57
O (18.56, 10.25, -6.77)  0.11
O (16.85, 8.74, -7.10)  0.02
C (16.53, 9.27, -8.32)  -0.10
H (17.94, 8.80, -2.68)  0.04
H (17.81, 10.29, -3.62)  0.08
H (19.22, 10.05, -2.69)  0.08
H (19.45, 7.74, -4.05)  0.09
H (19.89, 9.22, -4.97)  0.12
H (15.45, 9.17, -8.41)  0.07
H (17.03, 8.98, -9.25)  0.10
H (16.67, 10.35, -8.42)  0.10